1.
C41H59BBaBrN10O3S as an isolated structure in a non-equilibrium geometry, computed with ωB97M-V/def2-TZVPD.

net charge: -1
energy relative to the best compared isomer or geometry (same formula, charge and spin): 80.83 kJ/mol
calculated total energy: -146777.223 eV
molar mass: 1000.1 g/mol
2S+1: 1
max |F|: 2.27 eV/A

Each line ends with the Mulliken charge.
Geometry (Å):
Ba: -0.08287 -0.42829 -0.16630  2.5129
C: 2.61792 4.95112 -0.38580  -1.3291
C: 1.62172 3.97287 -0.91020  0.2251
C: 0.89002 4.08960 -2.06341  -1.1161
C: 0.12479 2.91649 -2.13628  -0.8099
N: 0.35014 2.15031 -1.07938  2.2245
N: 1.28815 2.80161 -0.31377  -0.0131
B: 1.86907 2.35011 1.06458  -2.4033
N: 0.81249 2.14320 2.20244  -0.0005
N: -0.22626 1.24165 2.23668  2.4171
C: -0.86864 1.46046 3.37878  -0.7131
C: -0.25346 2.48670 4.10603  -1.3247
C: 0.79457 2.90130 3.32365  0.3460
C: 1.73295 4.02029 3.62743  -1.2554
C: -2.10001 0.71810 3.86235  3.1769
C: -1.74737 -0.01051 5.16597  -2.0314
C: -3.20953 1.73987 4.14072  -1.9500
C: -2.61593 -0.29729 2.85944  -0.3919
N: 2.94878 1.21290 0.99924  -0.3820
N: 2.72934 -0.09023 0.63120  1.3271
C: 3.89944 -0.71210 0.72641  -0.6308
C: 4.89339 0.17518 1.15402  -1.1170
C: 4.25303 1.38243 1.31255  0.7634
C: 4.88189 2.65949 1.76199  -1.2198
C: 4.10140 -2.16768 0.35985  2.7757
C: 5.36202 -2.69926 1.04946  -2.3404
C: 4.28688 -2.28253 -1.15597  -1.4202
C: 2.91679 -3.02272 0.80186  -0.9622
C: -0.80587 2.57152 -3.27935  2.9291
C: -1.84143 3.69694 -3.41738  -1.7863
C: -1.52228 1.24790 -3.07460  -0.9104
C: 0.01964 2.47704 -4.56904  -1.8926
H: 2.64592 5.81067 -1.05626  0.4074
H: 2.36849 5.30663 0.61321  0.1581
H: 3.62377 4.53561 -0.33938  0.1258
H: 0.93109 4.89960 -2.77081  0.5380
H: 2.49695 3.28876 1.43181  -0.3526
H: -0.54486 2.90007 5.05629  0.5153
H: 1.45779 4.44423 4.59381  0.4790
H: 2.77068 3.69656 3.68656  0.0538
H: 1.68565 4.81460 2.88389  0.1353
H: -1.38966 0.67659 5.93436  0.3370
H: -2.62448 -0.53357 5.55540  0.4997
H: -0.96297 -0.74675 4.98422  0.1527
H: -2.90750 2.46851 4.89400  0.3693
H: -3.46129 2.28188 3.23044  0.2301
H: -4.10881 1.23319 4.49879  0.4884
H: -1.84496 -0.98936 2.54277  -0.6250
H: -3.44148 -0.86483 3.29877  0.7550
H: -2.98148 0.19700 1.96908  -0.5872
H: 5.93672 -0.02177 1.32625  0.4328
H: 5.94323 2.47564 1.93369  0.4167
H: 4.79484 3.45192 1.02098  0.0609
H: 4.45502 3.03701 2.69003  0.0781
H: 6.26364 -2.19740 0.69589  0.3718
H: 5.30755 -2.57821 2.13373  0.4244
H: 5.47022 -3.76333 0.82963  0.4377
H: 5.17620 -1.73158 -1.47235  0.4217
H: 4.41680 -3.33098 -1.43674  0.4230
H: 3.43777 -1.87534 -1.70047  -0.0282
H: 2.78744 -2.98316 1.88676  0.1046
H: 1.98585 -2.71383 0.33786  -0.5642
H: 3.09177 -4.06326 0.51543  0.7433
H: -2.42375 3.80435 -2.50205  0.1933
H: -1.37040 4.65816 -3.62567  0.3404
H: -2.52537 3.46940 -4.23790  0.4809
H: -2.08424 1.24615 -2.15284  -0.3757
H: -2.21535 1.08553 -3.90430  0.4917
H: -0.82269 0.41071 -3.06965  -0.3281
H: 0.56833 3.40073 -4.76168  0.3588
H: 0.73262 1.65428 -4.50720  0.2948
H: -0.64170 2.28861 -5.41865  0.4563
Br: -1.97487 4.26049 0.67776  -0.0841
C: -3.37917 3.04105 0.26938  -0.3396
C: -4.67676 3.53081 0.16991  -0.6536
C: -5.67112 2.61484 -0.11704  -0.7365
C: -5.33772 1.27839 -0.29312  -0.7002
C: -4.00700 0.90864 -0.18578  0.8452
N: -3.04073 1.79135 0.09827  0.7215
C: -3.59418 -0.56036 -0.39844  -0.5746
O: -4.49291 -1.38476 -0.52252  -0.8281
O: -2.34028 -0.76459 -0.40940  -0.7539
H: -4.87838 4.58195 0.31319  0.5193
H: -6.69997 2.94105 -0.20739  0.4002
H: -6.06436 0.51273 -0.51736  0.5964
S: 1.19736 -0.95856 -3.05608  -0.4384
C: 0.88526 -2.65263 -2.78955  0.2998
C: 1.17721 -3.62337 -3.77362  -0.9418
C: 0.97683 -4.95439 -3.51986  -0.2498
C: 0.47624 -5.35417 -2.27870  -1.0613
C: 0.20362 -4.35203 -1.37017  -0.2387
N: 0.38764 -3.05597 -1.60081  0.4555
H: 1.57192 -3.28802 -4.72326  0.4416
H: 1.21181 -5.68975 -4.28098  0.3570
H: 0.30626 -6.39112 -2.02627  0.4426
H: -0.18183 -4.59307 -0.38454  0.3118
C: 1.74707 -1.37908 3.72681  -1.1655
N: 0.83689 -2.51196 3.71800  0.7409
C: 0.72828 -3.27964 4.94196  -0.6780
C: 0.21114 -4.66859 4.63530  -0.7916
C: -1.09309 -4.55265 3.87533  -0.6593
N: -0.92743 -3.69863 2.71657  0.5758
C: -1.98784 -3.75926 1.72474  -1.3220
C: 0.00240 -2.70408 2.66154  -1.2407
O: 0.07307 -1.97236 1.66724  0.0974
H: 2.75497 -1.72623 3.96681  0.4187
H: 1.43128 -0.64257 4.47143  0.5110
H: 1.76091 -0.90397 2.75115  0.0399
H: 0.06489 -2.77240 5.65763  0.2594
H: 1.71981 -3.31973 5.39982  0.4018
H: 0.06136 -5.23215 5.55760  0.3743
H: 0.94327 -5.20356 4.02592  0.2965
H: -1.88673 -4.15921 4.52697  0.3044
H: -1.42861 -5.53166 3.52175  0.3595
H: -2.02298 -4.75575 1.27923  0.4418
H: -1.83506 -3.02291 0.94218  0.2983
H: -2.95195 -3.55416 2.19840  0.3344

=====

2.
The molecule C9H13N3S in a non-equilibrium geometry, computed with ωB97M-V/def2-TZVPD.

net charge: 0
energy relative to the best compared isomer or geometry (same formula, charge and spin): 17.53 kJ/mol
SMILES: NCCNC(=S)Nc1ccccc1
calculated total energy: -24849.448 eV
molar mass: 195.3 g/mol
2S+1: 1
max |F|: 2.48 eV/A

Each line ends with the Mulliken charge.
Geometry (Å):
C: -1.76544 0.64050 2.52234  -0.2102
C: -0.64318 -0.39036 2.71676  -1.0786
C: -0.27405 -1.46387 0.44794  0.2070
C: 0.95733 0.00619 -1.14788  0.4833
C: 0.79287 1.32603 -1.58336  -0.4046
C: 1.32831 1.75279 -2.76191  -0.6879
C: 2.07333 0.86858 -3.56355  -0.4699
C: 2.29480 -0.42548 -3.10205  -0.5289
C: 1.70509 -0.89020 -1.94368  -0.2589
H: -3.13103 -0.56382 1.75316  0.2130
H: -3.81910 0.67524 2.57158  0.2405
H: -1.72173 1.39912 3.30699  0.4324
H: -1.58032 1.17145 1.58949  0.2356
H: -0.76161 -0.88724 3.65000  0.4383
H: 0.34095 0.05793 2.71987  0.4167
H: -1.17600 -2.26683 2.01698  0.2337
H: 0.44053 0.48204 0.83360  0.2227
H: 0.34428 2.06053 -0.92915  0.2939
H: 1.28472 2.75228 -3.06999  0.3978
H: 2.44378 1.16369 -4.52610  0.3837
H: 2.94581 -1.08156 -3.65482  0.3591
H: 1.94618 -1.93222 -1.63340  0.3309
N: -3.05788 -0.01742 2.54979  -0.6339
N: -0.75473 -1.44504 1.71847  -0.1552
N: 0.33831 -0.27399 0.11727  -0.0601
S: -0.55123 -2.71835 -0.59836  -0.4007

=====

3.
A 2-piece molecular cluster, C5H13NO overall in a non-equilibrium geometry, computed with ωB97M-V/def2-TZVPD.

net charge: 0
energy relative to the best compared isomer or geometry (same formula, charge and spin): 159.37 kJ/mol
SMILES: CC(N)=O.CCC
calculated total energy: -8932.359 eV
molar mass: 103.2 g/mol
2S+1: 1
max |F|: 5.83 eV/A

Each line ends with the Mulliken charge.
Geometry (Å):
C: -0.97034 0.50430 1.23790  0.2486
C: -0.83999 1.49735 2.35149  -1.2874
C: -1.51233 1.24729 -0.05079  -1.5682
H: 0.05472 0.17231 1.00420  -0.0046
H: -1.72792 -0.23456 1.56536  0.2575
H: -0.47522 1.10719 3.32765  0.3337
H: -1.67676 2.15859 2.47656  0.3426
H: -2.39545 1.80977 0.05690  0.4321
H: -0.90592 1.87409 -0.51887  0.5285
H: 0.01689 2.22204 2.25335  0.3263
H: -1.68481 0.60876 -0.89498  0.3811
C: 1.05213 -0.79508 -2.43044  -0.9437
C: 0.96550 -1.84395 -1.20099  0.5742
O: -0.06323 -2.35553 -0.85967  -0.5481
N: 2.10366 -2.05986 -0.45158  -0.4777
H: 2.04871 -1.10178 -2.91219  0.3633
H: 0.96660 0.15339 -2.05234  0.2810
H: 1.79842 -2.20517 0.53884  0.2608
H: 3.09106 -1.63101 -0.55842  0.2327
H: 0.15429 -1.12815 -2.88195  0.2673

=====

4.
A 2-piece molecular cluster, C3H6NOS2 overall in a non-equilibrium geometry, computed with ωB97M-V/def2-TZVPD.

net charge: -1
energy relative to the best compared isomer or geometry (same formula, charge and spin): 70.88 kJ/mol
calculated total energy: -28414.948 eV
molar mass: 136.2 g/mol
2S+1: 1
max |F|: 3.20 eV/A

Each line ends with the Mulliken charge.
Geometry (Å):
C: -1.39678 -0.42606 0.65461  -0.4638
C: -0.97953 0.79819 -0.20822  -0.4453
C: -0.29485 -1.15152 -0.04715  -0.1432
N: 0.08548 -0.10335 -0.79663  0.4245
O: 1.08206 0.15864 -1.64345  -0.7515
S: 2.71798 1.16816 0.52756  -0.4574
S: 0.29482 -2.77950 -0.01822  -0.4749
H: -1.40689 -0.22789 1.67932  0.2333
H: -2.43508 -0.75185 0.47036  0.2440
H: -1.83028 0.98651 -0.90994  0.1852
H: -0.56929 1.77051 0.11574  0.2565
H: 2.27008 0.79926 -0.64022  0.2481
H: 2.46227 -0.24109 0.81624  0.1445

=====

5.
A 2-piece molecular cluster, C11H17NO3 overall in a non-equilibrium geometry, computed with ωB97M-V/def2-TZVPD.

net charge: 0
energy relative to the best compared isomer or geometry (same formula, charge and spin): 220.74 kJ/mol
calculated total energy: -19308.195 eV
molar mass: 211.3 g/mol
2S+1: 3
max |F|: 5.25 eV/A

Each line ends with the Mulliken charge.
Geometry (Å):
C: 0.02410 1.33106 -1.33544  0.3322
C: -2.31448 1.36736 0.84802  -0.1774
C: 0.60325 0.55369 -0.06794  -0.3027
C: -1.78426 0.67344 -0.35495  0.6411
C: -0.69267 0.03906 0.53502  1.4263
C: 0.89098 1.85715 -2.41429  -1.3255
C: 2.07806 0.46034 2.02083  -0.8264
C: 0.01704 -2.45706 0.27096  -1.5102
C: 1.72481 1.35279 0.79258  -1.1245
C: -3.44121 -0.50294 -0.97951  -0.5757
C: -0.72017 -1.38176 1.08353  -0.8684
N: -1.26368 1.42206 -1.40482  -0.7033
O: -3.17603 2.06172 1.24691  -0.5842
O: -1.28841 0.82684 1.68359  -0.4973
O: -4.33264 -0.49156 0.07728  -0.4148
H: 1.12085 -0.32964 -0.31306  0.7274
H: 1.61090 2.66719 -2.09431  0.3094
H: 0.13464 2.23549 -3.09572  0.4371
H: 1.32937 1.02336 -3.06824  0.2705
H: 2.02368 -0.63163 1.68497  0.1509
H: 1.26934 0.66270 2.76362  0.2007
H: 2.97786 0.92901 2.50041  0.4014
H: -0.02556 -2.28552 -0.75531  0.4493
H: -0.31627 -3.48858 0.48733  0.3508
H: 1.02756 -2.49454 0.57633  0.4016
H: 2.46939 1.47460 0.12178  0.6236
H: 1.31497 2.32101 0.98831  0.4145
H: -2.87437 -1.58638 -1.02192  0.2927
H: -3.73455 0.02679 -1.88324  0.4012
H: -0.27603 -1.15378 2.09802  0.2680
H: -1.80229 -1.71841 1.19522  0.4297
H: -4.56970 0.45841 0.12993  0.3819

=====

6.
The molecule CH3NOP2S in a non-equilibrium geometry, computed with ωB97M-V/def2-TZVPD.

net charge: 0
energy relative to the best compared isomer or geometry (same formula, charge and spin): 365.28 kJ/mol
calculated total energy: -34032.749 eV
molar mass: 139.1 g/mol
2S+1: 1
max |F|: 2.47 eV/A

Each line ends with the Mulliken charge.
Geometry (Å):
C: -0.97043 -0.81387 0.80002  -0.0615
N: 0.05452 -1.51671 0.48781  -0.3155
O: 0.52506 1.53143 0.52533  -0.4745
P: -1.74401 0.47528 -0.11570  0.1190
P: 1.76680 0.94931 -0.05335  0.2880
S: 1.20461 -1.06982 -0.56533  -0.0114
H: -1.27789 -0.98015 1.85161  0.3656
H: -1.25306 0.25709 -1.45143  0.0504
H: 1.69440 1.16743 -1.47895  0.0398

=====

Q: What is the molar mass in the third record?
A: 103.2 g/mol

=====

Q: Which of these has the highest 2S+1?
A: C11H17NO3

=====

Q: Among the records above, which one has the lowest calculated total energy?
A: C41H59BBaBrN10O3S